Record 1
The following is a quantum chemistry calculation of a molecular structure, C3H2FLiO in a non-equilibrium geometry, from OMol25.

Geometry as XYZ:
```
8
Properties=species:S:1:pos:R:3
C 1.2351 -0.7571 -0.0074
H 2.2878 -0.9155 -0.2692
Li -1.5447 0.6149 0.4815
F -3.0653 1.2398 1.1381
O -0.7524 -1.0989 -1.5291
C 0.2501 -0.7838 -0.9245
C 0.5214 0.3689 0.5690
H 1.0681 1.3317 0.5416
```

maximum force = 0.0398 Eh/bohr
multiplicity = 2
charge = -1
relative energy (zero: lowest compared OMol25 entry of this formula, charge and spin) = 12.4 kJ/mol
HOMO energy (alpha / beta) = -2.4 / -4.1 eV
LUMO energy (alpha / beta) = 3.73 / 3.68 eV

---

Record 2
The following is a quantum chemistry calculation of a molecular structure, C3H2FLiO2Sn in a non-equilibrium geometry, from OMol25.

Geometry as XYZ:
```
10
Properties=species:S:1:pos:R:3
C -2.1779 -0.6842 -1.1931
C -1.2991 -0.0370 -0.4356
H -1.8701 -1.5343 -1.7981
H -3.2336 -0.4254 -1.1471
F -1.7375 0.8458 0.4530
O 0.8934 1.2372 0.6155
C 1.1053 0.4360 -0.2461
O -0.0190 -0.4850 -0.3589
Sn 2.9401 -0.2653 -0.7302
Li -0.2428 -2.2762 0.6169
```

maximum force = 0.1264 Eh/bohr
charge = +2
relative energy (zero: lowest compared OMol25 entry of this formula, charge and spin) = 0.0 kJ/mol
HOMO energy = -17.4 eV
LUMO energy = -11.60 eV

---

Record 3
The following is a quantum chemistry calculation of a molecular structure, C3H2FN in a non-equilibrium geometry, from OMol25.

Geometry as XYZ:
```
7
Properties=species:S:1:pos:R:3
C -0.6927 -0.2863 -0.2020
C -0.0094 -0.5056 0.9233
C 0.4791 0.5685 -0.6053
N 1.2358 0.3672 0.3879
F 0.5688 1.3792 -1.7839
H -1.6453 -0.6820 -0.6353
H 0.0637 -0.8410 1.9153
```

maximum force = 0.0708 Eh/bohr
relative energy (zero: lowest compared OMol25 entry of this formula, charge and spin) = 280.2 kJ/mol
HOMO energy = -9.5 eV
LUMO energy = -0.24 eV

---

Record 4
The following is a quantum chemistry calculation of 2 unconnected molecules or ions with the total composition C3H2FN3O2 in a non-equilibrium geometry, from OMol25.

Geometry as XYZ:
```
11
Properties=species:S:1:pos:R:3
C 2.1628 -2.0157 1.0174
C 0.7263 1.4121 -0.7316
C -0.9887 -0.0719 0.0597
N 1.1141 -1.5875 1.1881
N -0.3229 0.8559 -0.4513
N -2.4402 0.0650 -0.0040
O -2.7989 -0.1248 -1.1435
O -3.1453 0.2947 0.9740
F 1.4759 2.0540 0.1147
H 3.2158 -2.3634 0.8469
H 1.0011 1.4817 -1.8704
```

maximum force = 0.0915 Eh/bohr
relative energy (zero: lowest compared OMol25 entry of this formula, charge and spin) = 17.3 kJ/mol
HOMO energy = -9.3 eV
LUMO energy = 0.10 eV

---

Record 5
The following is a quantum chemistry calculation of a single C3H2FNO molecule in a non-equilibrium geometry, from OMol25.

Geometry as XYZ:
```
8
Properties=species:S:1:pos:R:3
C -0.7315 -0.0581 0.0955
C 0.2309 -1.0918 -0.0208
C 0.0584 1.1535 -0.0179
H -0.0097 -2.0859 0.0606
H -0.2089 2.1294 0.0920
N 1.4908 -0.7492 -0.0540
O 1.2811 0.7667 -0.0644
F -2.1110 -0.0647 -0.0911
```

maximum force = 0.1398 Eh/bohr
SMILES = Fc1cnoc1
relative energy (zero: lowest compared OMol25 entry of this formula, charge and spin) = 214.5 kJ/mol
HOMO energy = -9.6 eV
LUMO energy = 0.70 eV

---

Record 6
The following is a quantum chemistry calculation of a single C3H2FNO molecule in a non-equilibrium geometry, from OMol25.

Geometry as XYZ:
```
8
Properties=species:S:1:pos:R:3
C -0.0926 -0.3352 0.2410
C -0.6537 0.4005 -0.9602
C 0.9479 0.3123 0.9958
H -1.1043 -0.2904 0.8148
H -1.0284 -0.3226 -1.8985
N 2.1354 0.1748 1.5693
O -0.5022 1.6567 -0.8492
F 0.2979 -1.5962 0.0871
```

maximum force = 0.2650 Eh/bohr
SMILES = N#C[C@H](F)C=O
relative energy (zero: lowest compared OMol25 entry of this formula, charge and spin) = 305.1 kJ/mol
HOMO energy = -10.9 eV
LUMO energy = -0.40 eV

---

Which value of relative energy (zero: lowest compared OMol25 entry of this formula, charge and spin) does entry 1 give?
12.4 kJ/mol

---

Copy entry 1 word for word.
The following is a quantum chemistry calculation of a molecular structure, C3H2FLiO in a non-equilibrium geometry, from OMol25.

Geometry as XYZ:
```
8
Properties=species:S:1:pos:R:3
C 1.2351 -0.7571 -0.0074
H 2.2878 -0.9155 -0.2692
Li -1.5447 0.6149 0.4815
F -3.0653 1.2398 1.1381
O -0.7524 -1.0989 -1.5291
C 0.2501 -0.7838 -0.9245
C 0.5214 0.3689 0.5690
H 1.0681 1.3317 0.5416
```

maximum force = 0.0398 Eh/bohr
multiplicity = 2
charge = -1
relative energy (zero: lowest compared OMol25 entry of this formula, charge and spin) = 12.4 kJ/mol
HOMO energy (alpha / beta) = -2.4 / -4.1 eV
LUMO energy (alpha / beta) = 3.73 / 3.68 eV

---

Number 3 is which compound?
C3H2FN